Entry 1:
254
Properties=species:S:1:pos:R:3:mulliken_charge:R:1 method="wB97M-V/def2-TZVPD" gap_ev=9.7 e_tot_ha=-6728.7205 homo_energy_ha=-0.3438 de_lowest_kcal_mol=15.08
C -3.90 -28.80 14.61 -0.656
O -3.92 -27.39 14.80 -0.424
C -2.88 -27.02 15.74 -0.131
C -2.69 -25.47 15.50 -1.047
O -2.09 -25.28 14.20 0.018
C -2.53 -24.11 13.48 -0.225
C -2.02 -22.75 14.07 -0.583
O -2.23 -21.71 13.15 -0.370
C -1.61 -20.50 13.54 -0.806
H -3.98 -29.42 15.50 0.398
H -2.98 -29.05 14.08 0.440
H -4.69 -29.27 14.01 0.066
H -1.92 -27.51 15.63 0.130
H -3.26 -27.15 16.75 0.342
H -2.04 -25.03 16.26 0.362
H -3.66 -24.99 15.56 0.462
H -3.60 -24.09 13.29 0.116
H -2.03 -24.26 12.52 0.171
H -0.98 -22.86 14.35 0.410
H -2.50 -22.57 15.03 0.367
H -0.54 -20.61 13.36 0.316
H -1.65 -20.42 14.63 0.317
H -2.02 -19.55 13.21 0.286
C 5.97 -30.06 11.21 -0.533
O 6.85 -29.05 11.63 -0.390
C 7.27 -28.13 10.59 -0.621
C 7.82 -26.84 11.20 -0.653
O 9.22 -26.97 11.45 -0.282
C 9.77 -25.91 12.15 -0.431
C 11.29 -26.01 12.22 -0.605
O 11.76 -27.07 13.00 -0.364
C 11.41 -27.08 14.37 -0.693
H 5.06 -29.56 10.87 0.321
H 5.71 -30.55 12.15 -0.015
H 6.45 -30.75 10.52 0.452
H 6.57 -27.94 9.77 0.434
H 8.06 -28.73 10.14 0.358
H 7.25 -26.57 12.09 0.329
H 7.66 -26.00 10.52 0.404
H 9.26 -25.79 13.11 0.369
H 9.48 -24.98 11.65 0.348
H 11.66 -25.08 12.65 0.421
H 11.70 -26.13 11.22 0.293
H 10.47 -27.63 14.47 0.230
H 11.23 -26.11 14.84 0.337
H 12.17 -27.66 14.90 0.247
C 2.99 -26.72 12.79 -0.305
O 2.56 -25.79 13.77 -0.446
C 1.39 -26.12 14.53 0.084
C 1.61 -27.28 15.54 0.490
O 2.56 -26.81 16.50 -0.249
C 2.89 -27.72 17.54 -0.149
C 3.80 -27.00 18.54 -0.762
O 3.24 -25.96 19.31 -0.400
C 2.96 -24.73 18.69 -0.485
H 2.29 -27.09 12.04 0.008
H 3.33 -27.65 13.25 0.119
H 3.77 -26.28 12.16 0.375
H 0.59 -26.38 13.84 0.051
H 1.11 -25.15 14.95 0.117
H 2.10 -28.12 15.04 -0.633
H 0.66 -27.61 15.94 0.321
H 3.48 -28.55 17.15 0.225
H 2.08 -28.17 18.12 0.246
H 4.71 -26.69 18.04 0.394
H 3.99 -27.73 19.34 0.338
H 2.83 -23.96 19.45 0.257
H 2.00 -24.95 18.21 0.135
H 3.73 -24.35 18.02 0.269
C 1.51 -39.65 18.45 -0.267
O 0.70 -40.24 17.47 -0.461
C 0.27 -39.39 16.40 -0.014
C -0.82 -38.35 16.85 -0.191
O -1.17 -37.49 15.70 -0.177
C -2.42 -36.83 15.99 -1.054
C -3.01 -36.09 14.76 2.427
O -3.27 -37.11 13.79 -0.516
C -3.16 -36.53 12.48 -0.490
H 0.91 -38.85 18.89 0.223
H 2.44 -39.22 18.09 -0.028
H 1.84 -40.40 19.17 0.326
H -0.08 -40.12 15.67 0.279
H 1.10 -38.82 15.98 -0.003
H -0.44 -37.56 17.50 -0.126
H -1.67 -38.76 17.40 0.402
H -2.28 -36.13 16.81 0.347
H -3.16 -37.55 16.35 0.483
H -2.29 -35.37 14.35 -1.061
H -3.93 -35.64 15.13 -0.582
H -2.14 -36.20 12.29 0.156
H -3.87 -35.71 12.33 0.179
H -3.36 -37.36 11.80 0.313
C 4.45 -32.98 16.37 -0.329
O 4.83 -32.42 15.13 -0.033
C 6.09 -32.74 14.61 -0.246
C 6.26 -34.22 14.14 -0.612
O 6.45 -35.05 15.26 -0.239
C 6.39 -36.40 14.95 -0.210
C 6.41 -37.27 16.20 -0.735
O 5.13 -37.28 16.82 -0.166
C 5.11 -37.57 18.18 -0.798
H 3.44 -32.66 16.58 -0.035
H 5.07 -32.58 17.17 0.450
H 4.63 -34.05 16.45 0.079
H 6.93 -32.50 15.26 0.372
H 6.14 -32.07 13.75 -0.099
H 7.10 -34.23 13.44 0.465
H 5.38 -34.47 13.55 0.285
H 7.18 -36.72 14.26 0.370
H 5.42 -36.56 14.49 0.057
H 7.03 -36.94 17.03 0.410
H 6.62 -38.28 15.85 0.347
H 4.09 -37.66 18.55 0.066
H 5.61 -36.82 18.79 0.361
H 5.68 -38.49 18.31 0.416
C -5.69 -32.14 13.70 -0.623
O -5.85 -33.34 14.41 -0.031
C -7.02 -34.11 14.06 -0.728
C -7.20 -35.10 15.16 -0.034
O -8.43 -35.77 15.03 -0.399
C -8.47 -36.96 15.85 -0.325
C -9.87 -37.58 15.76 -0.536
O -10.09 -38.97 16.29 -0.342
C -11.36 -39.47 16.08 -0.712
H -5.64 -32.38 12.64 0.391
H -4.79 -31.60 13.99 -0.220
H -6.54 -31.45 13.76 0.477
H -6.88 -34.49 13.05 0.322
H -7.90 -33.48 14.03 0.317
H -7.16 -34.59 16.13 0.271
H -6.34 -35.76 15.20 0.086
H -8.31 -36.76 16.91 0.264
H -7.71 -37.64 15.48 0.304
H -10.15 -37.57 14.71 0.362
H -10.57 -36.88 16.21 0.337
H -11.65 -39.86 15.11 0.275
H -12.06 -38.65 16.29 0.304
H -11.57 -40.21 16.85 0.265
C -2.24 -32.70 7.49 -0.219
O -1.79 -33.61 6.48 -0.466
C -0.35 -33.75 6.25 -0.792
C 0.34 -32.47 5.83 -0.147
O -0.29 -31.86 4.70 -0.296
C 0.57 -30.85 4.18 0.092
C -0.04 -30.20 2.94 -0.889
O -1.45 -29.78 3.08 -0.324
C -2.39 -30.77 2.84 -0.734
H -1.91 -31.70 7.22 -0.047
H -1.83 -32.76 8.50 0.318
H -3.33 -32.74 7.50 0.246
H -0.23 -34.46 5.44 0.332
H 0.03 -34.20 7.16 0.301
H 1.37 -32.74 5.59 0.431
H 0.35 -31.73 6.63 0.241
H 1.50 -31.29 3.83 0.340
H 0.86 -30.16 4.97 0.060
H 0.10 -30.79 2.04 0.449
H 0.56 -29.31 2.74 0.303
H -2.81 -31.24 3.73 0.208
H -2.17 -31.43 2.00 0.333
H -3.22 -30.27 2.33 0.304
C -4.08 -33.26 17.10 -0.654
O -2.70 -33.35 17.36 -0.218
C -2.06 -32.03 17.40 0.733
C -2.35 -31.09 18.63 -0.974
O -3.71 -30.63 18.67 -0.211
C -4.11 -30.08 19.97 -0.538
C -3.30 -28.80 20.40 0.065
O -3.74 -28.14 21.58 -0.404
C -3.18 -26.88 21.87 -0.718
H -4.34 -32.60 16.28 0.196
H -4.73 -32.94 17.91 0.344
H -4.48 -34.20 16.73 0.070
H -2.33 -31.51 16.48 -0.553
H -0.97 -32.09 17.45 0.075
H -1.66 -30.25 18.58 0.422
H -2.12 -31.69 19.51 0.490
H -4.06 -30.86 20.73 0.365
H -5.16 -29.80 19.94 0.299
H -3.23 -28.05 19.61 -0.113
H -2.25 -29.00 20.60 0.357
H -3.08 -26.23 21.00 0.275
H -2.21 -26.92 22.36 0.298
H -3.69 -26.36 22.68 0.273
C -5.18 -25.46 11.27 -1.263
C -5.71 -26.91 11.48 0.219
O -5.27 -27.75 10.42 -0.212
C -5.54 -29.05 10.50 0.415
O -5.94 -29.63 11.51 -0.587
C -5.27 -29.86 9.20 0.924
F -4.51 -30.95 9.46 -0.246
F -6.40 -30.35 8.67 -0.276
F -4.62 -29.13 8.24 -0.246
H -5.50 -24.86 12.12 0.405
H -5.69 -25.03 10.42 0.445
H -4.09 -25.41 11.18 0.176
H -6.80 -26.94 11.56 0.471
H -5.28 -27.25 12.42 -0.180
C 1.74 -32.69 9.62 0.039
C 3.24 -32.43 9.46 -0.148
O 3.53 -31.65 8.28 -0.085
C 4.67 -31.75 7.56 0.263
O 5.54 -32.60 7.72 -0.585
C 4.72 -30.81 6.35 0.945
F 3.52 -30.30 6.16 -0.221
F 5.54 -29.79 6.60 -0.246
F 5.07 -31.50 5.24 -0.257
H 1.18 -31.79 9.89 0.054
H 1.59 -33.38 10.44 -0.015
H 1.34 -33.30 8.81 0.042
H 3.82 -33.35 9.53 0.429
H 3.66 -31.85 10.28 -0.218
C 0.72 -35.70 13.64 -0.523
C 2.05 -35.58 14.39 0.104
O 1.82 -35.72 15.82 0.206
C 1.38 -34.66 16.67 0.053
O 1.07 -33.54 16.27 -0.154
C 1.28 -35.08 18.14 0.386
F 1.62 -36.39 18.26 -0.112
F 2.08 -34.39 18.89 -0.255
F 0.01 -34.97 18.60 -0.196
H 0.77 -35.40 12.59 0.498
H -0.08 -35.15 14.14 -0.360
H 0.41 -36.74 13.70 0.326
H 2.59 -34.64 14.22 -0.418
H 2.72 -36.38 14.07 0.325
C -0.87 -27.66 5.82 -1.028
C -1.98 -28.18 6.72 0.115
O -1.88 -27.78 8.08 -0.114
C -1.07 -28.40 9.01 0.041
O -0.63 -29.52 8.85 -0.336
C -1.10 -27.73 10.40 0.665
F -1.24 -26.44 10.25 -0.280
F -2.05 -28.18 11.16 -0.071
F 0.04 -27.94 11.05 -0.042
H 0.08 -28.17 5.99 0.070
H -0.66 -26.59 5.79 0.318
H -1.20 -27.95 4.83 0.370
H -2.13 -29.26 6.71 -0.071
H -2.91 -27.80 6.30 0.320
C -2.22 -31.52 12.02 -0.494
C -1.51 -32.05 13.31 0.990
O -0.11 -32.01 13.16 0.437
C 0.60 -30.88 13.39 -0.208
O 0.11 -29.78 13.61 -0.555
C 2.17 -31.00 13.19 0.648
F 2.50 -30.50 12.04 -0.178
F 2.85 -30.48 14.21 -0.140
F 2.52 -32.31 13.08 -0.182
H -1.77 -31.98 11.15 0.309
H -2.00 -30.46 11.91 -0.176
H -3.28 -31.79 12.03 0.273
H -1.95 -33.04 13.46 -0.283
H -1.83 -31.38 14.11 -0.520

***

Entry 2:
18
Properties=species:S:1:pos:R:3:nbo_charge:R:1 method="wB97M-V/def2-TZVPD" gap_ev=10.5 smiles=c1ccncc1.N[SiH3] e_tot_ha=-595.5155 homo_energy_ha=-0.3509 de_lowest_kcal_mol=21.50
C 2.88 -0.91 1.41 -0.167
C 2.40 -1.63 0.32 -0.261
C 1.20 -1.23 -0.25 0.034
N 0.47 -0.21 0.18 -0.423
C 0.95 0.47 1.23 0.035
C 2.13 0.16 1.87 -0.261
H 3.81 -1.18 1.88 0.217
H 2.95 -2.47 -0.08 0.220
H 0.79 -1.76 -1.11 0.193
H 0.33 1.30 1.56 0.195
H 2.47 0.75 2.72 0.220
N -3.02 1.71 -2.25 -1.255
Si -2.83 0.70 -0.80 1.082
H -2.20 1.75 -2.82 0.382
H -3.81 1.38 -2.77 0.383
H -1.89 -0.41 -0.96 -0.190
H -4.16 0.11 -0.54 -0.204
H -2.47 1.46 0.40 -0.201

***

Entry 3:
20
Properties=species:S:1:pos:R:3:nbo_charge:R:1 method="wB97M-V/def2-TZVPD" charge=+1 gap_ev="7.7 / 7.7" e_tot_ha=-307.4510 homo_energy_ha="-0.4090 / -0.4090" de_lowest_kcal_mol=107.07
C -0.49 0.03 -1.33 0.195
C -0.09 -1.03 0.65 -0.324
C 0.25 0.25 0.03 -0.152
C 1.73 0.37 -0.17 -0.599
C -0.30 1.55 0.77 -0.614
N 0.08 -0.10 -2.53 -0.733
N -1.27 -1.35 1.59 -0.688
H -1.59 0.07 -1.28 0.202
H 0.55 -1.88 0.48 0.216
H 1.98 1.12 -1.07 0.203
H 2.11 -0.64 -0.35 0.228
H 2.22 0.76 0.71 0.250
H 0.24 1.61 1.70 0.224
H -1.38 1.61 1.11 0.206
H 0.00 2.39 0.27 0.232
H 1.13 0.16 -2.50 0.426
H -0.31 -0.74 -3.25 0.432
H -2.26 -1.35 1.03 0.410
H -1.43 -0.56 2.16 0.431
H -1.18 -2.27 1.98 0.456

***

Copy entry 3 word for word.
20
Properties=species:S:1:pos:R:3:nbo_charge:R:1 method="wB97M-V/def2-TZVPD" charge=+1 gap_ev="7.7 / 7.7" e_tot_ha=-307.4510 homo_energy_ha="-0.4090 / -0.4090" de_lowest_kcal_mol=107.07
C -0.49 0.03 -1.33 0.195
C -0.09 -1.03 0.65 -0.324
C 0.25 0.25 0.03 -0.152
C 1.73 0.37 -0.17 -0.599
C -0.30 1.55 0.77 -0.614
N 0.08 -0.10 -2.53 -0.733
N -1.27 -1.35 1.59 -0.688
H -1.59 0.07 -1.28 0.202
H 0.55 -1.88 0.48 0.216
H 1.98 1.12 -1.07 0.203
H 2.11 -0.64 -0.35 0.228
H 2.22 0.76 0.71 0.250
H 0.24 1.61 1.70 0.224
H -1.38 1.61 1.11 0.206
H 0.00 2.39 0.27 0.232
H 1.13 0.16 -2.50 0.426
H -0.31 -0.74 -3.25 0.432
H -2.26 -1.35 1.03 0.410
H -1.43 -0.56 2.16 0.431
H -1.18 -2.27 1.98 0.456